Here is a molecular structure, C27H46As3FN3NaSi from the Open Molecules 2025 dataset. Energies are from the ωB97M-V functional and the def2-TZVPD basis.

Kohn-Sham gap ... 6.3 eV
2S+1 ... 1
M ... 707.5 u
Net charge ... 0
LUMO ... 0.1 eV
Energy ... -8479.70779 Eh

Geometry (Å):
Na (0.62, -1.42, 0.35)
C (2.32, 2.91, -0.61)
As (1.02, 1.48, -0.19)
C (0.34, 1.48, -2.04)
C (-0.09, 2.68, 0.98)
C (-1.56, 3.09, 0.81)
C (-1.85, 4.16, 1.87)
C (-2.50, 1.91, 1.07)
As (-2.29, 0.23, 0.05)
C (-3.44, 0.66, -1.50)
C (-3.72, -0.66, 1.07)
C (-1.83, 3.70, -0.56)
As (-0.79, 5.35, -0.98)
C (-2.21, 6.67, -0.68)
C (-1.04, 5.30, -2.94)
H (1.78, 3.79, -0.96)
H (3.01, 2.58, -1.39)
H (2.91, 3.18, 0.27)
H (0.23, 2.49, -2.45)
H (-0.60, 0.92, -2.14)
H (1.10, 0.96, -2.63)
H (0.50, 3.60, 1.05)
H (-0.01, 2.19, 1.96)
H (-1.71, 3.76, 2.88)
H (-2.88, 4.52, 1.79)
H (-1.18, 5.02, 1.74)
H (-3.54, 2.25, 0.95)
H (-2.39, 1.60, 2.12)
H (-4.34, 1.18, -1.16)
H (-3.73, -0.27, -1.99)
H (-2.93, 1.29, -2.23)
H (-4.52, 0.04, 1.30)
H (-3.32, -1.06, 2.00)
H (-4.14, -1.49, 0.50)
H (-2.89, 3.94, -0.66)
H (-1.59, 2.95, -1.32)
H (-2.34, 6.90, 0.37)
H (-3.16, 6.32, -1.09)
H (-1.95, 7.60, -1.19)
H (-0.35, 4.60, -3.42)
H (-0.83, 6.29, -3.34)
H (-2.06, 5.03, -3.20)
C (4.88, 0.51, -0.41)
Si (4.12, -0.61, 0.96)
C (5.58, -1.54, 1.79)
C (3.41, 0.53, 2.32)
N (2.84, -1.59, 0.42)
C (3.06, -2.74, -0.24)
C (4.21, -3.07, -0.99)
C (4.38, -4.30, -1.59)
C (3.40, -5.28, -1.49)
C (2.23, -4.99, -0.82)
C (2.08, -3.75, -0.24)
F (0.89, -3.47, 0.43)
H (5.12, 1.50, -0.04)
H (4.16, 0.61, -1.21)
H (5.79, 0.08, -0.82)
H (6.33, -0.87, 2.19)
H (6.07, -2.20, 1.08)
H (5.22, -2.17, 2.60)
H (4.20, 0.94, 2.93)
H (2.74, -0.02, 2.97)
H (2.85, 1.36, 1.88)
H (4.96, -2.31, -1.09)
H (5.30, -4.50, -2.12)
H (3.54, -6.25, -1.96)
H (1.44, -5.72, -0.72)
N (-3.32, -4.22, -1.23)
C (-2.53, -3.12, -1.40)
N (-1.84, -2.81, -0.35)
C (-2.17, -3.75, 0.60)
C (-1.72, -3.93, 1.90)
C (-2.22, -5.01, 2.61)
C (-3.15, -5.89, 2.05)
C (-3.62, -5.72, 0.77)
C (-3.11, -4.66, 0.05)
H (-3.90, -4.66, -1.92)
H (-2.50, -2.58, -2.33)
H (-1.00, -3.25, 2.33)
H (-1.87, -5.18, 3.61)
H (-3.51, -6.72, 2.65)
H (-4.34, -6.40, 0.34)

Atom charges from the Mulliken analysis, given in e for atoms 1 to 6:
1. Na 0.904
2. C -1.272
3. As 0.486
4. C -0.861
5. C -2.363
6. C 2.875